The following is a quantum chemistry calculation of C32H27IrN3O8S2 as an isolated structure, from OMol25.

Properties
Gap between HOMO and LUMO, eV: 6.360
Lowest unoccupied orbital energy, eV: 1.664
E_HOMO, Ha: -0.17259

The geometry in ORCA input format:
```
! RIJCOSX wB97M-V def2-TZVPD def2/J DEFGRID3
* xyz -1 1
Ir -1.586 0.554 1.907
C 2.676 0.168 2.634
C 1.297 0.722 2.439
N 0.251 -0.033 2.538
N 0.424 -1.334 3.007
C -0.678 -1.760 3.520
S -2.166 -0.866 3.610
S -0.703 -3.471 4.025
C -0.996 -4.077 2.315
C 0.245 -4.076 1.463
C 1.306 -4.931 1.746
C 2.448 -4.927 0.962
C 2.548 -4.055 -0.117
C 1.504 -3.186 -0.393
C 0.360 -3.191 0.397
C 1.140 2.167 2.201
C 2.215 2.932 1.737
C 2.138 4.308 1.645
C 0.970 4.949 2.064
C -0.101 4.225 2.539
C -0.062 2.822 2.589
O -1.099 2.159 3.040
H 2.644 -0.898 2.819
H 3.173 0.677 3.462
H 3.264 0.362 1.734
H -1.754 -3.414 1.892
H -1.424 -5.075 2.412
H 1.240 -5.594 2.602
H 3.266 -5.598 1.194
H 3.441 -4.048 -0.730
H 1.579 -2.482 -1.214
H -0.426 -2.467 0.220
H 3.126 2.436 1.428
H 2.971 4.878 1.255
H 0.898 6.029 2.001
H -1.019 4.707 2.850
C -2.204 -4.217 -2.985
O -2.800 -3.034 -3.482
C -2.915 -1.994 -2.616
C -3.458 -0.813 -3.159
C -3.626 0.262 -2.334
C -3.248 0.262 -0.971
C -3.568 1.400 -0.140
C -4.390 2.544 -0.671
O -3.208 1.549 1.036
C -2.602 -0.908 -0.462
O -2.108 -1.039 0.722
C -2.526 -2.052 -1.303
H -2.179 -4.915 -3.817
H -2.792 -4.644 -2.169
H -1.187 -4.030 -2.632
H -3.733 -0.785 -4.204
H -4.043 1.164 -2.756
H -5.108 2.259 -1.433
H -3.674 3.261 -1.079
H -4.905 3.011 0.166
H -2.096 -2.941 -0.868
O -1.178 3.098 -0.611
C -0.394 2.157 -0.540
O -0.524 1.058 0.108
C 0.902 2.232 -1.337
C 1.879 1.252 -1.190
C 3.067 1.329 -1.893
C 3.250 2.402 -2.751
C 2.294 3.388 -2.923
C 1.115 3.296 -2.203
N 4.506 2.495 -3.507
O 5.353 1.654 -3.311
O 4.644 3.423 -4.272
H 1.679 0.427 -0.518
H 3.841 0.583 -1.792
H 2.484 4.203 -3.605
H 0.342 4.047 -2.288
*
```



The following is a quantum chemistry calculation of a 2-piece molecular cluster, C9H10N2O2 overall, from OMol25.

Properties
Gap between HOMO and LUMO (spin up / spin down), eV: 8.932 / 6.468
Lowest unoccupied orbital energy (spin up / spin down), eV: -0.304 / -2.097
E_HOMO (spin up / spin down), Ha: -0.33942 / -0.31475

The geometry in ORCA input format:
```
! RIJCOSX wB97M-V def2-TZVPD def2/J DEFGRID3
* xyz 0 1
C -1.487 3.039 1.308
C -2.051 2.717 0.052
C -0.596 2.239 2.012
C -1.595 1.533 -0.567
C -0.142 1.085 1.310
C -0.616 0.897 0.091
C 2.310 -2.712 -0.848
C 2.443 -1.344 -0.228
C 0.986 -1.857 -0.355
N 0.192 -1.289 -1.282
N -1.081 -1.697 -1.324
O -1.871 -0.983 -1.962
O -1.388 -2.735 -0.751
H -1.871 4.026 1.741
H -2.786 3.443 -0.389
H -0.068 2.365 2.930
H -1.997 1.383 -1.550
H 0.724 0.629 1.843
H 2.332 -2.836 -1.868
H 2.253 -3.691 -0.382
H 3.096 -1.411 0.668
H 2.700 -0.540 -0.938
H 0.513 -2.260 0.490
*
```



The following is a quantum chemistry calculation of an isolated ion of composition C17H21N6O3 and charge +1, from OMol25.

Properties
SMILES: CCCN(C1=[N+](OC#N)[C@@H](OC#N)[C@H](CCC(N)=O)N1)c1ccccc1
Gap between HOMO and LUMO, eV: 7.738
Lowest unoccupied orbital energy, eV: -4.694
E_HOMO, Ha: -0.45687

The geometry in ORCA input format:
```
! RIJCOSX wB97M-V def2-TZVPD def2/J DEFGRID3
* xyz 1 1
C -1.989 -4.915 0.286
C -0.993 -3.837 -0.244
C -0.921 -2.748 0.840
N -0.130 -1.554 0.451
C -0.461 -0.392 0.871
N 0.252 0.786 0.569
C -0.603 1.978 0.950
C -0.412 3.034 -0.155
C 0.807 3.943 0.209
C 1.436 4.540 -1.059
N 0.637 5.487 -1.780
O 2.531 4.203 -1.430
C -1.957 1.229 1.041
O -3.108 1.896 1.519
C -3.746 2.367 0.469
N -4.316 2.588 -0.522
N -1.593 -0.028 1.694
O -1.234 0.361 3.034
C -0.277 -0.415 3.483
N 0.748 -0.871 3.797
C 1.047 -1.619 -0.409
C 0.838 -1.684 -1.777
C 1.935 -1.705 -2.611
C 3.218 -1.653 -2.086
C 3.406 -1.602 -0.718
C 2.310 -1.582 0.130
H -1.477 -5.601 0.976
H -2.808 -4.443 0.847
H -2.399 -5.521 -0.527
H -1.392 -3.462 -1.193
H -0.024 -4.334 -0.380
H -1.953 -2.429 1.038
H -0.556 -3.197 1.776
H 1.097 0.696 1.138
H -0.099 2.320 1.861
H -1.299 3.684 -0.169
H -0.214 2.591 -1.138
H 0.470 4.801 0.811
H 1.564 3.421 0.808
H 1.274 6.029 -2.357
H 0.023 4.932 -2.372
H -2.147 0.875 0.008
H -0.185 -1.705 -2.146
H 1.746 -1.747 -3.682
H 4.075 -1.639 -2.759
H 4.408 -1.543 -0.298
H 2.470 -1.534 1.209
*
```